Below is a structure of composition C28H38Cl5GeMoN2O6, with properties calculated with the ωB97M-V functional and the def2-TZVPD basis.

<S²> ... 0.772
M ... 844.43 g/mol
Orbital gap (alpha / beta) ... 5.1 / 5.6 eV
E_LUMO (alpha / beta) ... -8.9 / -8.4 eV

The geometry in ORCA input format:
```
! wB97M-V def2-TZVPD RIJCOSX def2/J DEFGRID3
* xyz 2 2
Mo -0.75840 -0.88590 0.04880
C 2.89680 -1.47290 -3.10190
C 1.46020 -1.59600 -3.65170
C 1.44030 -1.23110 -5.13680
C 0.92740 -3.01110 -3.43230
O 0.69950 -0.68070 -2.90080
Ge -0.82480 0.24490 -3.10200
O -2.29670 -0.65840 -0.63410
C -3.62640 -0.45680 -1.01300
C -4.49650 -0.99660 0.13710
C -3.92710 -1.23040 -2.30170
C -3.85680 1.04880 -1.20980
O -0.54570 1.59870 -1.96640
C 0.15080 2.83310 -1.88950
C -0.74180 3.80480 -1.11080
C 0.40580 3.40160 -3.29160
C 1.47130 2.58590 -1.16400
H 3.52770 -2.23460 -3.54740
H 2.88340 -1.59490 -2.02040
H 3.30110 -0.49300 -3.34140
H 2.08880 -1.89650 -5.69930
H 1.77560 -0.20570 -5.28330
H 0.42050 -1.32270 -5.51560
H 1.62060 -3.75170 -3.82040
H -0.03020 -3.12210 -3.93830
H 0.76430 -3.18590 -2.37010
H -4.44310 -2.08390 0.15080
H -5.53280 -0.70130 0.00240
H -4.13130 -0.59850 1.08620
H -3.56820 -2.25660 -2.19930
H -3.42450 -0.76990 -3.15840
H -4.99800 -1.24990 -2.48650
H -3.61580 1.58600 -0.29250
H -4.89240 1.24200 -1.47630
H -3.21210 1.41430 -2.01240
H -1.69120 3.93090 -1.62390
H -0.25650 4.77150 -1.02520
H -0.93580 3.41410 -0.11520
H -0.53990 3.57150 -3.80330
H 1.00470 2.70320 -3.87620
H 0.93710 4.34590 -3.22050
H 1.26800 2.12490 -0.19760
H 2.01130 3.51540 -1.01260
H 2.08830 1.90690 -1.74760
N -1.16780 -2.29850 2.52820
C -2.02120 -3.45570 2.25110
C -1.46920 -4.28160 1.08870
C -1.65830 -3.48140 -0.20740
O -2.70250 -3.55270 -0.81480
O -0.67580 -2.72210 -0.55870
H -0.27480 -2.61600 2.90030
H -1.60230 -1.70310 3.22740
H -3.02310 -3.09700 1.99960
H -2.10240 -4.10670 3.13120
H -2.04570 -5.20340 1.00310
H -0.41660 -4.52080 1.24880
Cl 6.11590 -2.08960 3.08220
C 4.59470 -1.78450 2.39290
C 3.92730 -0.57480 2.66220
Cl 4.65870 0.59370 3.67020
C 2.67400 -0.34120 2.10100
Cl 1.84080 1.11400 2.41780
C 2.04270 -1.28350 1.26010
O 0.86000 -1.05470 0.73820
C 2.73640 -2.49040 1.01150
Cl 1.99320 -3.65460 0.00710
C 3.99130 -2.74440 1.56290
Cl 4.78820 -4.21640 1.22460
N -0.96650 0.81390 1.02240
C -1.24650 1.70450 1.72970
C -1.64480 2.69930 2.61040
C -0.71140 3.56420 3.21340
C -1.14420 4.50440 4.12410
C -2.49320 4.61130 4.43960
C -3.42090 3.77100 3.83530
C -3.01380 2.81880 2.92730
H 0.33530 3.47460 2.96850
H -0.42660 5.15820 4.59500
H -2.82050 5.34480 5.15940
H -4.46620 3.85480 4.08660
H -3.73090 2.15760 2.46420
*
```